(1)
Here is a 2-piece molecular cluster, C6H9Cl overall in a non-equilibrium geometry from the OMol25 dataset. Energies are from wB97M-V/def2-TZVPD.

Energy above the lowest of the compared OMol25 structures with the same formula, charge and spin in kcal/mol: 137.5
Spin multiplicity: 1
HOMO-LUMO gap (spin up / spin down) in eV: 9.11 / 8.00
Total charge: 0
HOMO energy (spin up / spin down) in eV: -9.036 / -8.161
Electronic energy in Ha: -693.9540
Strongest force on any atom in Eh/bohr: 0.0784

CARTESIAN COORDINATES (ANGSTROEM)
C -1.070 0.895 3.136
C -1.314 0.508 -0.483
C -0.070 0.171 2.733
C -0.183 -0.135 -0.444
C 1.058 -0.820 -2.354
C 1.056 -0.752 -0.908
Cl 2.550 0.306 -0.439
H -1.774 1.457 2.478
H -1.341 1.019 4.152
H -1.759 0.905 -1.434
H -1.914 0.962 0.349
H 0.248 -0.097 1.679
H -0.015 -1.089 -2.642
H 1.598 -1.717 -2.703
H 1.543 0.031 -2.755
H 1.388 -1.641 -0.363

Here are the natural (NBO) charges for atoms 1 to 6, given in e: number 1, C, carries -0.56; number 2, C, carries -0.47; number 3, C, carries -0.04; number 4, C, carries 0.10; number 5, C, carries -0.64; number 6, C, carries -0.24


(2)
Here is C6H9Cl2FeLuO3P as an isolated structure in a non-equilibrium geometry from the OMol25 dataset. Energies are from wB97M-V/def2-TZVPD.

Spin multiplicity: 6
HOMO-LUMO gap (spin up / spin down) in eV: 6.10 / 2.12
Total charge: +4
HOMO energy (spin up / spin down) in eV: -21.444 / -21.443
Electronic energy in Ha: -4218.9374
Expectation value of S²: 8.77
Strongest force on any atom in Eh/bohr: 0.2155

CARTESIAN COORDINATES (ANGSTROEM)
Fe -0.456 -0.075 -6.788
Lu -0.585 -0.425 0.337
Cl -0.528 0.651 -4.790
Cl 1.452 -1.470 -0.302
C -1.200 -2.364 1.446
C -0.862 0.443 -8.530
C 0.064 -1.795 -7.327
O -1.469 -3.270 2.121
O -0.996 0.285 -9.680
O 0.449 -2.846 -7.633
C 1.101 2.354 3.234
P 0.502 0.870 2.353
C 1.144 -0.610 3.270
C -1.283 0.694 2.802
H 2.187 2.468 3.079
H 0.895 2.278 4.316
H 0.577 3.245 2.853
H 0.948 -0.446 4.335
H 0.778 -1.577 2.876
H 2.233 -0.547 3.169
H -1.272 0.828 3.892
H -1.847 1.564 2.434
H -1.832 -0.255 2.532

Here are the natural (NBO) charges for atoms 1 to 6, given in e: number 1, Fe, carries 1.46; number 2, Lu, carries 1.84; number 3, Cl, carries 0.06; number 4, Cl, carries -0.46; number 5, C, carries 0.38; number 6, C, carries 0.35


total charge of number 2 (C6H9Cl2FeLuO3P)?
+4


Repeat the second record exactly.
Here is C6H9Cl2FeLuO3P as an isolated structure in a non-equilibrium geometry from the OMol25 dataset. Energies are from wB97M-V/def2-TZVPD.

Spin multiplicity: 6
HOMO-LUMO gap (spin up / spin down) in eV: 6.10 / 2.12
Total charge: +4
HOMO energy (spin up / spin down) in eV: -21.444 / -21.443
Electronic energy in Ha: -4218.9374
Expectation value of S²: 8.77
Strongest force on any atom in Eh/bohr: 0.2155

CARTESIAN COORDINATES (ANGSTROEM)
Fe -0.456 -0.075 -6.788
Lu -0.585 -0.425 0.337
Cl -0.528 0.651 -4.790
Cl 1.452 -1.470 -0.302
C -1.200 -2.364 1.446
C -0.862 0.443 -8.530
C 0.064 -1.795 -7.327
O -1.469 -3.270 2.121
O -0.996 0.285 -9.680
O 0.449 -2.846 -7.633
C 1.101 2.354 3.234
P 0.502 0.870 2.353
C 1.144 -0.610 3.270
C -1.283 0.694 2.802
H 2.187 2.468 3.079
H 0.895 2.278 4.316
H 0.577 3.245 2.853
H 0.948 -0.446 4.335
H 0.778 -1.577 2.876
H 2.233 -0.547 3.169
H -1.272 0.828 3.892
H -1.847 1.564 2.434
H -1.832 -0.255 2.532

Here are the natural (NBO) charges for atoms 1 to 6, given in e: number 1, Fe, carries 1.46; number 2, Lu, carries 1.84; number 3, Cl, carries 0.06; number 4, Cl, carries -0.46; number 5, C, carries 0.38; number 6, C, carries 0.35


Which value of total charge does entry 1 give?
0


Which value of total charge does entry 2 give?
+4